(1)
A cluster of 2 separate species, C31H33BBr2O2S2 in total, computed with the ωB97M-V functional and the def2-TZVPD basis.

## Properties
- F_max: 3.920 eV/A
- E_LUMO: -3.89 eV
- Highest occupied orbital energy: -6.11 eV
- 2S+1: 1

Positions of all 71 atoms, in Å:
C  -2.3507  -7.1403  -2.7961
C  -2.3217  -5.7914  -2.1784
C  -3.2754  -5.1989  -1.3782
C  -2.8990  -3.8896  -0.8961
C  -1.6321  -3.5231  -1.2986
B  -0.8795  -2.0670  -1.0316
C  0.3482  -2.3279  0.0006
C  0.3657  -2.1880  1.3692
C  1.6654  -2.4933  1.9231
C  2.5897  -2.8705  0.9616
C  3.9827  -3.3077  1.1527
S  1.8929  -2.7924  -0.6246
O  -0.4507  -1.5631  -2.2938
C  -1.3525  -0.5054  -2.5671
C  -0.6353  0.5474  -3.3997
C  -2.5312  -1.0451  -3.3701
C  -1.8011  -0.0292  -1.0738
C  -0.7377  0.8441  -0.4343
C  -3.1682  0.6336  -0.9759
O  -1.8620  -1.2567  -0.3787
S  -0.9559  -4.7209  -2.3586
H  -3.3029  -7.6240  -2.5548
H  -2.2483  -7.0865  -3.8881
H  -1.5339  -7.7592  -2.3991
H  -4.2235  -5.6838  -1.1507
H  -3.5612  -3.2934  -0.2785
H  -0.4968  -1.9245  1.9689
H  1.8926  -2.4596  2.9812
H  4.2544  -3.2440  2.2094
H  4.1092  -4.3444  0.8134
H  4.6620  -2.6767  0.5669
H  -1.2842  1.4204  -3.5408
H  0.3046  0.8636  -2.9381
H  -0.4139  0.1272  -4.3876
H  -3.2040  -0.2248  -3.6440
H  -2.1515  -1.4949  -4.2942
H  -3.0936  -1.8068  -2.8196
H  -0.7374  1.8587  -0.8482
H  -0.9145  0.9390  0.6449
H  0.2670  0.4188  -0.5712
H  -3.1850  1.5789  -1.5286
H  -3.9517  -0.0256  -1.3599
H  -3.3880  0.8560  0.0741
Br  -1.1730  6.3348  -3.9701
C  -0.2448  5.3147  -2.6768
C  0.7951  4.4576  -3.0739
C  1.4205  3.6471  -2.1269
C  1.0069  3.6428  -0.7658
C  1.5910  2.7097  0.1756
C  1.5586  2.9252  1.5533
C  2.3397  2.2201  2.4576
C  2.2544  2.3116  3.8884
C  3.1588  1.5730  4.7016
C  3.0494  1.5503  6.0901
C  2.0435  2.3055  6.7209
Br  1.8671  2.2462  8.5991
C  1.1732  3.0969  5.9527
C  1.2838  3.1138  4.5574
C  0.0070  4.5818  -0.3807
C  -0.6273  5.3893  -1.3296
H  1.1223  4.4425  -4.1116
H  2.3002  3.0617  -2.4047
H  2.2283  1.9155  -0.2292
H  0.8893  3.7018  1.9363
H  3.1480  1.6016  2.0592
H  3.9354  0.9811  4.2116
H  3.7218  0.9419  6.6857
H  0.4046  3.6801  6.4486
H  0.5937  3.7194  3.9715
H  -0.2372  4.7172  0.6727
H  -1.4011  6.0876  -1.0199

(2)
A structure of composition C22H20N2O7PPbS, computed with the ωB97M-V functional and the def2-TZVPD basis.

## Properties
- F_max: 1.646 eV/A
- E_LUMO (spin up / spin down): 1.31 / 1.31 eV
- Highest occupied orbital energy (spin up / spin down): -5.57 / -5.57 eV
- 2S+1: 1
- Net charge: -1

Positions of all 54 atoms, in Å:
Pb  2.1280  1.8964  -0.6086
N  3.3146  -0.4908  -0.0637
C  2.9053  -0.6237  1.3322
C  2.9843  0.7016  2.0993
O  3.5920  0.7191  3.1681
N  2.3116  1.7455  1.5720
C  2.5521  3.0627  2.1547
C  2.6750  4.2456  1.1676
O  2.8461  5.3462  1.6723
O  2.5979  4.0031  -0.0946
H  3.1451  -1.3314  -0.5988
H  4.2736  -0.1842  -0.1644
H  3.4775  -1.3468  1.9194
H  1.8652  -0.9311  1.3427
H  3.4641  3.0328  2.7505
H  1.7362  3.3371  2.8282
O  -0.0518  2.1277  -2.6888
S  -0.7713  2.8593  -1.6530
O  -1.3548  4.1193  -2.0135
O  0.0838  2.9458  -0.4299
C  -2.1526  1.8062  -1.2233
C  -3.4212  2.2515  -1.5763
C  -4.5280  1.4540  -1.3424
C  -4.3702  0.2030  -0.7624
C  -3.1043  -0.2423  -0.4242
C  -1.9798  0.5543  -0.6421
P  -0.3090  -0.1396  -0.3258
C  -0.5954  -1.0535  1.2325
C  -1.3135  -0.4143  2.2438
C  -1.4588  -1.0029  3.4903
C  -0.8887  -2.2407  3.7483
C  -0.1614  -2.8805  2.7557
C  -0.0091  -2.2882  1.5113
C  -0.2680  -1.4337  -1.6288
C  0.3165  -1.0598  -2.8391
C  0.3660  -1.9508  -3.9019
C  -0.1578  -3.2274  -3.7662
C  -0.7463  -3.6066  -2.5675
C  -0.8062  -2.7143  -1.5076
H  -3.5154  3.2305  -2.0242
H  -5.5138  1.8093  -1.6144
H  -5.2301  -0.4292  -0.5799
H  -2.9847  -1.2234  0.0185
H  -1.7502  0.5598  2.0598
H  -2.0117  -0.4860  4.2639
H  -1.0005  -2.6991  4.7224
H  0.2999  -3.8402  2.9507
H  0.5761  -2.7942  0.7536
H  0.7080  -0.0571  -2.9586
H  0.8171  -1.6416  -4.8359
H  -0.1121  -3.9253  -4.5928
H  -1.1657  -4.5990  -2.4575
H  -1.2822  -3.0209  -0.5852
O  3.9782  1.8679  -1.2865

(3)
A structure of composition C32H28Co2N3O6S, computed with the ωB97M-V functional and the def2-TZVPD basis.

## Properties
- F_max: 4.825 eV/A
- E_LUMO: 1.80 eV
- Highest occupied orbital energy: -2.34 eV
- 2S+1: 1
- Net charge: -1

Positions of all 72 atoms, in Å:
C  -0.6877  0.7593  -4.2853
C  -0.8536  -0.2813  -3.1765
C  -2.1961  -0.0818  -2.4674
N  -0.7886  -1.6570  -3.7363
C  0.3183  -2.2381  -3.4221
S  0.6475  -3.8850  -3.7775
C  -1.1291  -4.2291  -4.2607
C  -1.3246  -5.6314  -4.7051
N  -1.4895  -6.7308  -5.0541
C  1.2812  -1.2992  -2.6300
C  1.8941  -2.0169  -1.4368
C  2.4007  -0.7948  -3.5262
N  0.3198  -0.2629  -2.2525
C  0.6536  0.8337  -1.5549
C  -0.2123  1.3206  -0.4711
C  0.0055  2.8004  -0.1038
C  -0.0830  3.8945  -0.9974
C  0.1425  5.1903  -0.4683
C  0.5167  5.3979  0.8617
C  0.6445  4.3027  1.7165
C  0.3798  3.0238  1.2119
H  -1.3962  0.5312  -5.0873
H  -0.9081  1.7591  -3.8947
H  0.3218  0.7503  -4.7117
H  -2.9786  -0.5115  -3.1057
H  -2.2241  -0.6237  -1.5143
H  -2.3879  0.9878  -2.3201
H  -1.7547  -4.0307  -3.3779
H  -1.3746  -3.5358  -5.0763
H  2.5187  -2.8534  -1.7831
H  2.5223  -1.3249  -0.8645
H  1.1194  -2.4381  -0.7840
H  3.0457  -1.6484  -3.7890
H  2.0172  -0.3699  -4.4616
H  3.0059  -0.0538  -2.9871
H  1.6907  1.1624  -1.6129
H  -1.2917  1.1028  -0.5958
H  -0.3069  3.7326  -2.0674
H  0.0470  6.0457  -1.1291
H  0.6949  6.4052  1.2440
H  0.9447  4.3913  2.7589
H  0.5127  2.1230  1.8390
O  3.2220  -3.7513  5.9060
C  2.6542  -3.1121  5.1264
Co  1.7809  -2.1390  3.9460
C  1.4620  -3.5885  2.9880
O  1.2718  -4.5301  2.3475
C  0.2196  -1.8747  4.7031
O  -0.8378  -1.7069  5.1517
C  1.6260  -1.0743  2.0388
C  0.7698  -0.0413  1.7833
C  -0.2963  0.2072  0.8110
C  -1.6465  0.3402  1.5538
C  -2.7669  -0.3212  1.0528
C  -4.0467  0.0265  1.4958
C  -4.2040  0.9763  2.5114
C  -3.0745  1.6334  3.0187
C  -1.7883  1.2666  2.5704
Co  1.8777  0.2828  3.1511
C  2.8950  -0.4197  4.5978
O  3.6563  -0.2581  5.4817
C  0.9210  1.0470  4.4256
O  0.3172  1.5357  5.2852
C  3.0458  1.5940  2.7368
O  3.6841  2.5330  2.4885
H  2.2518  -1.6321  1.3111
H  -0.3774  -0.6508  0.1126
H  -2.6415  -1.1434  0.3540
H  -4.9138  -0.5109  1.0979
H  -5.2076  1.2274  2.8813
H  -3.1763  2.3711  3.8249
H  -0.9353  1.6971  3.1032

(4)
A cluster of 9 separate species, C14H46N8O14 in total, computed with the ωB97M-V functional and the def2-TZVPD basis.

## Properties
- F_max: 2.630 eV/A
- Structure (SMILES): NC(N)=O.NC(N)=O.NC(N)=O.NC(N)=O.OCCO.OCCO.OCCO.OCCO.OCCO
- E_LUMO: -0.67 eV
- Highest occupied orbital energy: -8.97 eV
- 2S+1: 1

Positions of all 82 atoms, in Å:
N  4.5109  0.7179  2.2935
C  4.3189  -0.5993  1.9823
N  3.4250  -0.7580  0.9734
O  4.9094  -1.5734  2.4545
H  5.2317  0.9538  2.9500
H  3.8337  1.3918  1.9543
H  2.9668  0.0292  0.5486
H  3.0892  -1.7045  0.8982
N  0.2315  -0.0986  1.5212
C  -0.2305  -0.0345  0.2529
N  -1.3711  -0.7799  0.0623
O  0.2724  0.6105  -0.6760
H  -0.3379  -0.4715  2.2593
H  1.0970  0.3627  1.7487
H  -1.7237  -0.8490  -0.8753
H  -1.5240  -1.3924  0.8526
N  -0.4798  4.3884  -1.7238
C  -1.7238  3.9229  -1.4786
N  -1.7970  2.5705  -1.2669
O  -2.7414  4.6063  -1.6399
H  0.3281  3.8827  -1.4141
H  -0.3607  5.2532  -2.2160
H  -0.9110  2.1158  -1.0930
H  -2.6927  2.1232  -1.4228
N  -2.6680  -2.5420  -2.5119
C  -3.7571  -2.6509  -1.7099
N  -3.5679  -3.5069  -0.6499
O  -4.7868  -1.9965  -1.7926
H  -1.8772  -3.1248  -2.3247
H  -2.8284  -2.0756  -3.3896
H  -2.7417  -4.0641  -0.5271
H  -4.2851  -3.6567  0.0357
O  2.1373  1.6025  4.0003
C  1.2852  0.8282  4.8261
C  1.9272  -0.3322  5.6155
O  2.5709  0.0678  6.8079
H  1.6341  2.3108  3.5901
H  0.8484  1.5359  5.5420
H  0.3708  0.4268  4.3667
H  2.5814  -0.8602  4.9108
H  1.1606  -1.0408  5.9250
H  3.3482  0.5451  6.4887
O  1.9765  2.2653  -2.0750
C  3.3437  2.1733  -1.7333
C  3.6258  2.9038  -0.4337
O  2.8793  2.3033  0.6308
H  1.5420  1.6033  -1.5054
H  3.7159  1.1510  -1.6098
H  3.9849  2.6078  -2.5022
H  3.2787  3.9415  -0.4912
H  4.6692  2.9939  -0.1344
H  1.9388  2.4893  0.5320
O  1.3431  -2.7221  -3.5268
C  2.0555  -1.7566  -2.7456
C  3.2744  -1.2800  -3.5555
O  2.8751  -0.2185  -4.4093
H  0.6387  -3.0701  -2.9768
H  1.4628  -0.8406  -2.6485
H  2.2344  -2.1208  -1.7317
H  3.6338  -2.1146  -4.1638
H  4.1056  -0.9504  -2.9369
H  2.0347  -0.3891  -4.8426
O  -5.5399  3.2331  -4.4564
C  -5.4901  2.7244  -3.1743
C  -4.7526  1.3556  -3.1077
O  -4.1713  1.0220  -1.8333
H  -5.8951  2.6744  -5.1486
H  -4.9880  3.4111  -2.4904
H  -6.4939  2.5941  -2.7479
H  -3.8895  1.4106  -3.7773
H  -5.4595  0.6231  -3.5043
H  -4.3077  0.0651  -1.7803
O  -0.5736  -3.3794  4.5004
C  -0.4352  -3.6888  3.1378
C  -1.7824  -3.6815  2.4087
O  -2.2958  -2.3432  2.3301
H  -1.1489  -2.6109  4.5867
H  0.2268  -2.9784  2.6272
H  0.0385  -4.6659  3.0552
H  -2.5428  -4.3124  2.8797
H  -1.6863  -4.1069  1.4011
H  -3.0986  -2.4502  1.8047

(5)
A cluster of 2 separate species, C2H2OS in total, computed with the ωB97M-V functional and the def2-TZVPD basis.

## Properties
- F_max: 4.053 eV/A
- E_LUMO (spin up / spin down): -3.74 / -3.76 eV
- Highest occupied orbital energy (spin up / spin down): -9.97 / -9.70 eV
- 2S+1: 1

Positions of all 6 atoms, in Å:
C  1.9419  -0.4218  0.2793
C  1.1569  -1.1714  -0.2205
O  -2.3386  0.6290  0.1039
S  -1.7943  -0.5278  -0.9069
H  2.6941  0.1921  0.5956
H  -1.6600  1.2998  0.1486

For the records above, the corresponding total energy values read -7320.75500 -2418.95871 -5015.46098 -2052.48346 -550.54887 Ha.